No. 1
The following is a quantum chemistry calculation of a cluster of 5 separate species, C12H29B5O24S4 in total, from OMol25.

Energy, a.u.: -3997.5532
SMILES string: CCOCB1OB(CB(O)O)OB(B(O)O)O1.O=S1(=O)OCCO1.O=S1(=O)OCCO1.O=S1(=O)OCCO1.O=S1(=O)OCCO1
Net charge: 0
HOMO, eV: -9.50
Orbital gap, eV: 9.292
LUMO energy, eV: -0.2
Energy above the lowest of the compared OMol25 structures with the same formula, charge and spin, eV: 6.0924

Cartesian coordinates (Å):
C1 -0.10771 4.36234 4.25756
C2 -1.12480 3.08067 3.93596
O1 -0.58147 2.39371 2.75389
C3 -1.41707 2.62056 1.55161
B1 -0.97003 1.43645 0.46514
O2 -2.03929 0.41401 0.18337
B2 -1.32982 -0.87498 0.49913
C4 -1.76721 -1.91784 1.69289
B3 -2.82925 -1.29000 2.79845
O3 -3.10226 0.14397 3.01799
O4 -3.54928 -2.27560 3.66720
O5 -0.11704 -1.13075 -0.35554
B4 0.81575 -0.03597 0.09140
B5 2.19071 -0.53517 0.85679
O6 3.37055 -1.04508 0.08276
O7 2.16033 -0.48927 2.36138
O8 0.40049 1.36074 -0.15121
H1 0.95549 4.01457 3.87995
H2 -0.00332 4.56344 5.42936
H3 -0.46132 5.33446 3.68153
H4 -1.01536 2.36535 4.88234
H5 -2.23057 3.44965 3.83359
H6 -1.18674 3.68339 1.08012
H7 -2.57682 2.56744 1.81887
H8 -2.11273 -2.98195 1.27638
H9 -0.77181 -2.15189 2.30880
H10 -3.20859 0.37211 3.98770
H11 -2.81884 -2.89965 3.96275
H12 2.93642 -1.71584 -0.55386
H13 1.83769 -1.40849 2.63482
O9 1.09522 5.57659 8.56885
S1 0.73202 6.37460 7.41890
O10 -0.45819 6.13262 6.63707
O11 2.01289 6.42757 6.41170
C5 2.40270 7.78483 6.20898
C6 1.99420 8.52097 7.48214
O12 0.74733 7.94395 7.86311
H14 1.85911 8.16914 5.33986
H15 3.47798 7.84887 6.02206
H16 1.88925 9.59719 7.32555
H17 2.71119 8.33919 8.28974
O13 3.38696 -5.51838 -2.33985
S2 3.02375 -4.72038 -3.48980
O14 1.83354 -4.96236 -4.27163
O15 4.30463 -4.66740 -4.49700
C7 4.69444 -3.31015 -4.69972
C8 4.28594 -2.57400 -3.42656
O16 3.03907 -3.15103 -3.04559
H18 4.15085 -2.92584 -5.56884
H19 5.76972 -3.24611 -4.88664
H20 4.18099 -1.49779 -3.58315
H21 5.00293 -2.75578 -2.61896
O17 -4.38132 4.94123 -2.19143
S3 -4.76308 4.03563 -3.25221
O18 -5.65654 4.41029 -4.32355
O19 -5.31534 2.66047 -2.57262
C9 -4.52876 1.55852 -3.02229
C10 -3.15040 2.13888 -3.32727
O20 -3.40342 3.41668 -3.90692
H22 -4.99486 1.15383 -3.92646
H23 -4.48859 0.78053 -2.25522
H24 -2.57659 1.51110 -4.01314
H25 -2.57549 2.29296 -2.40800
O21 0.13381 -10.07855 -7.96657
S4 0.07549 -8.72133 -7.47092
O22 -0.26762 -7.59289 -8.30476
O23 1.48072 -8.39684 -6.71069
C11 1.21643 -8.03760 -5.35559
C12 -0.07326 -8.76495 -4.98495
O24 -0.88680 -8.70133 -6.15409
H26 1.08342 -6.95185 -5.31079
H27 2.05291 -8.32764 -4.71414
H28 -0.58229 -8.30354 -4.13539
H29 0.11894 -9.82028 -4.76434

No. 2
The following is a quantum chemistry calculation of a structure of composition C12H29CaNP2, from OMol25.

Energy, a.u.: -1889.5319
Net charge: 0
HOMO, eV: -6.10
Orbital gap, eV: 6.373
LUMO energy, eV: 0.3

Cartesian coordinates (Å):
Ca1 -0.14576 -0.02362 -1.02190
H1 -3.11872 -0.47807 -1.39390
H2 -3.11791 0.27414 -1.38224
P1 0.36521 -2.53248 -1.27697
P2 0.37260 2.47195 -1.22545
C1 0.55727 3.32147 0.35727
H3 0.74205 4.39621 0.17510
H4 -0.34550 3.18796 0.98658
H5 1.40442 2.87175 0.91209
C2 1.76890 2.96256 -2.25434
H6 1.65008 2.50984 -3.25812
H7 1.80590 4.06414 -2.31188
H8 2.69352 2.54926 -1.80732
C3 -1.09790 3.20296 -1.99611
H9 -1.99237 3.04337 -1.35935
H10 -0.93374 4.28412 -2.15247
H11 -1.30135 2.70173 -2.96502
C4 1.86021 -3.01437 -2.16757
H12 1.88929 -4.11241 -2.28342
H13 1.86781 -2.51054 -3.15408
H14 2.73860 -2.64840 -1.60204
C5 0.37037 -3.46333 0.27239
H15 -0.58656 -3.33845 0.82020
H16 0.54428 -4.53441 0.06274
H17 1.16987 -3.07275 0.93273
C6 -1.01134 -3.22280 -2.23803
H18 -1.10255 -2.67808 -3.19991
H19 -0.83999 -4.29843 -2.42573
H20 -1.97098 -3.08371 -1.69955
H21 0.39330 -0.04880 -2.99312
H22 2.02439 -0.03353 -0.63210
N1 -1.44752 -0.11469 0.93061
C7 -0.78595 0.05266 2.20661
C8 0.58658 -0.26159 2.33967
C9 1.15177 -0.15765 3.61753
C10 0.36704 0.25060 4.68963
C11 -0.99271 0.57824 4.52075
C12 -1.55467 0.49748 3.25322
H23 -1.74915 -1.07065 0.67568
H24 -2.21312 0.55237 0.74743
H25 1.19026 -0.58660 1.47508
H26 2.21025 -0.40870 3.75175
H27 0.80332 0.32275 5.68205
H28 -1.61303 0.88607 5.34704
H29 -2.60647 0.71244 3.04443

No. 3
The following is a quantum chemistry calculation of a structure of composition C12H29Cl2N2PTl, from OMol25.

Energy, a.u.: -2018.3099
Net charge: -1
HOMO, eV: -3.24
Orbital gap, eV: 5.395
LUMO energy, eV: 2.2
Energy above the lowest of the compared OMol25 structures with the same formula, charge and spin, eV: 0.1371

Cartesian coordinates (Å):
Tl1 -0.08963 0.16408 1.32596
Cl1 -1.70657 1.99974 0.40109
Cl2 1.27824 -1.99893 0.92554
H1 -1.68203 -0.75536 1.14200
H2 1.49431 0.99452 0.80940
P1 -0.07563 0.12028 -1.66636
C1 0.21934 1.83955 -2.26875
C2 1.06911 -1.01667 -2.59107
C3 -1.85897 -0.28308 -1.99058
C4 1.22482 2.54215 -1.33288
H3 -0.76884 2.32277 -2.15176
C5 0.62141 1.90759 -3.74353
H4 1.66465 1.59441 -3.90269
H5 0.52294 2.94966 -4.08054
H6 -0.02758 1.29265 -4.38164
H7 0.74809 2.72308 -0.36234
H8 1.49771 3.51816 -1.76238
H9 2.13978 1.95126 -1.18797
H10 -2.36633 0.55031 -1.46798
C6 -2.30311 -1.59580 -1.31886
C7 -2.15146 -0.19203 -3.47568
H11 -2.07436 0.84556 -3.81941
H12 -3.17579 -0.53777 -3.64561
H13 -1.47301 -0.81536 -4.07453
H14 -1.59240 -1.92764 -0.54973
H15 -2.43479 -2.40161 -2.05353
H16 -3.25736 -1.40717 -0.81146
C8 2.48538 -0.74424 -2.06544
H17 0.96629 -0.73814 -3.65551
C9 0.68205 -2.47933 -2.36577
H18 2.90275 0.21146 -2.41697
H19 3.14010 -1.56385 -2.38509
H20 2.47668 -0.76623 -0.96057
H21 0.71693 -2.70322 -1.28230
H22 1.44493 -3.11739 -2.83343
H23 -0.31625 -2.72508 -2.75552
C10 0.30626 1.23074 6.69925
N1 0.00643 0.01300 5.96491
C11 -0.30267 -1.20727 6.70407
C12 0.00945 0.02834 4.66405
N2 0.03287 0.10100 3.49619
H24 0.24357 1.00187 7.77382
H25 -0.39880 2.02734 6.41309
H26 1.30612 1.60029 6.42202
H27 -1.30194 -1.57264 6.42478
H28 0.40098 -2.00438 6.42222
H29 -0.24365 -0.97661 7.77151

No. 4
The following is a quantum chemistry calculation of a cluster of 2 separate species, C12H29F3N3O4PS in total, from OMol25.

Energy, a.u.: -1978.9909
Net charge: 0
HOMO, eV: -8.09
Orbital gap, eV: 7.493
LUMO energy, eV: -0.6
Energy above the lowest of the compared OMol25 structures with the same formula, charge and spin, eV: 0.0000

Cartesian coordinates (Å):
C1 3.30376 -2.59551 0.03897
C2 3.33600 -1.09794 0.31687
N1 2.05791 -0.65466 0.91479
P1 1.39309 0.83611 0.75048
C3 0.72029 1.32163 2.35087
N2 1.75988 1.19458 3.37295
C4 2.57256 2.09636 0.18890
N3 2.83452 3.07129 1.24364
O1 0.24704 0.85233 -0.28261
C5 -0.30629 -0.24344 -1.09300
C6 -1.65176 -0.73320 -0.56997
C7 -2.40971 0.40029 0.12180
C8 -1.47042 -2.02779 0.25398
C9 -2.52393 -2.41506 1.30004
C10 -2.45221 -1.59277 2.59374
C11 -3.95151 -2.46830 0.71476
H1 4.30762 -3.01540 0.08132
H2 2.69573 -3.11229 0.78342
H3 2.87170 -2.81387 -0.93636
H4 4.16128 -0.84518 0.98533
H5 3.46661 -0.54870 -0.61431
H6 1.92240 -1.03934 1.84071
H7 -0.19037 0.74109 2.53370
H8 0.44711 2.37113 2.23502
H9 1.80282 0.24776 3.73207
H10 1.52716 1.77193 4.17289
H11 3.45947 1.61241 -0.23408
H12 2.05051 2.59032 -0.63410
H13 3.44555 3.79705 0.89022
H14 3.29213 2.63834 2.03768
H15 0.43645 -1.04160 -1.13747
H16 -0.41994 0.18826 -2.07934
H17 -2.21520 -0.96348 -1.47733
H18 -1.98974 0.65181 1.09636
H19 -3.45736 0.13782 0.25976
H20 -2.37813 1.29622 -0.50019
H21 -0.48807 -2.00632 0.74417
H22 -1.41802 -2.85589 -0.46029
H23 -2.26619 -3.43816 1.58854
H24 -3.07161 -0.69672 2.55284
H25 -2.78064 -2.18634 3.44851
H26 -1.42379 -1.27785 2.80248
H27 -3.98374 -2.12125 -0.31844
H28 -4.34279 -3.48586 0.71385
H29 -4.64810 -1.85870 1.29163
C12 0.22403 2.79873 -4.66190
F1 0.40021 3.39557 -3.46259
F2 0.39789 3.73607 -5.59695
F3 1.22944 1.91183 -4.79302
S1 -1.42971 1.98015 -4.77665
O2 -2.34682 3.07317 -4.57317
O3 -1.33885 1.04428 -3.66547
O4 -1.40825 1.37913 -6.08502

No. 5
The following is a quantum chemistry calculation of a structure of composition C12H30AlBr4Cl2CsFKMgNO4PS, from OMol25.

Energy, a.u.: -13949.0632
Net charge: 0
HOMO, eV: -6.17
Orbital gap, eV: 2.729
LUMO energy, eV: -3.4

Cartesian coordinates (Å):
C1 -3.37232 -2.58936 -0.12487
C2 -3.97638 -1.24424 -0.10147
O1 -4.45766 -0.73743 0.88846
O2 -4.00670 -0.62529 -1.30099
C3 -3.79170 0.75903 -1.23718
C4 -2.81449 1.24581 -2.39124
C5 -1.50422 0.69817 -1.83965
C6 -0.28193 0.55897 -2.71623
C7 0.71718 -0.34007 -1.94764
C8 1.85511 0.53155 -1.38759
Al1 1.63437 1.18917 0.52248
N1 0.98768 0.02572 1.77470
C9 -0.18402 0.08775 2.28473
C10 -0.48929 0.60745 3.64701
C11 -1.36323 -0.44988 1.53446
P1 0.42783 3.26728 0.26400
S1 -0.15793 4.15084 1.95374
H1 -4.06347 -3.28767 -0.56833
H2 -3.20738 -2.88935 0.89296
H3 -2.44499 -2.59720 -0.67385
H4 -3.27216 0.94352 -0.30372
H5 -4.70111 1.33068 -1.20726
H6 -3.01926 0.81736 -3.62427
H7 -2.87202 2.32038 -2.38016
H8 -1.29130 1.40373 -1.04233
H9 -1.69527 -0.29155 -1.47217
H10 -0.62376 0.09783 -3.63114
H11 0.19169 1.50680 -2.90768
H12 0.22271 -0.85634 -1.14078
H13 1.12500 -1.08558 -2.61582
H14 1.93047 1.43706 -1.98305
H15 2.80559 0.01973 -1.46140
H16 3.14891 1.54739 1.15572
H17 -0.63344 -0.21359 4.34137
H18 0.28202 1.30002 3.93734
H19 -1.51220 1.19489 3.66142
H20 -1.01587 -1.25960 0.90513
H21 -2.05415 -0.88339 2.23927
H22 -1.88438 0.31187 0.99467
H23 -0.62915 3.25410 -0.68459
H24 1.31774 4.15272 -0.36097
O3 3.77644 3.73484 -0.91986
H25 3.96901 3.18911 0.00854
H26 4.12978 3.27037 -1.71406
H27 4.13339 4.64906 -0.83728
Mg1 3.88137 3.87821 1.85709
O4 3.21580 -0.88537 3.47132
H28 2.46360 -0.33929 3.13794
H29 3.99585 -0.44416 3.07980
Br1 -4.87567 0.53058 -3.56575
Cl1 -3.40837 1.56637 3.22709
F1 -2.42769 0.02037 -4.46340
Cs1 3.10086 -3.06491 4.27537
C12 4.44149 -7.02612 -0.52256
Br2 5.07385 -7.95574 1.03648
Br3 2.80373 -6.08956 -0.16732
Br4 5.77847 -5.85757 -1.24216
H30 4.22631 -7.77045 -1.27223
K1 -4.44744 2.53964 0.65561
Cl2 4.84271 0.64531 2.06230